1.
One molecule with the formula C15H23ClN4O4S. Source: the OMol25 dataset; level of theory: ωB97M-V/def2-TZVPD.

Each line ends with the Mulliken charge.
Positions of all 48 atoms, in Å:
1 C -0.50562 0.80198 3.92807  -1.201
2 O -1.11321 -0.17662 3.10075  -0.052
3 C -2.06645 0.26860 2.13738  1.521
4 C -1.40358 0.90537 0.91159  -0.272
5 O -2.07580 1.48821 0.07314  -0.722
6 N -0.07801 0.71346 0.80822  0.319
7 C 0.68509 1.18567 -0.32153  -1.064
8 C 1.96495 0.37003 -0.62441  0.385
9 C 2.02221 -0.04934 -2.07768  -0.970
10 O 2.09788 1.13623 -2.84616  -0.517
11 N 2.22026 -0.79755 0.20630  -0.103
12 C 2.38020 -0.73843 1.54838  0.422
13 O 2.34686 0.31868 2.15634  -0.614
14 C 2.59748 -2.06532 2.26288  -1.378
15 C 1.31626 -2.65375 2.75708  0.970
16 C 0.48728 -3.59301 2.12314  -0.590
17 C -0.55567 -3.76133 3.00126  -0.195
18 Cl -1.93290 -4.76499 2.89557  -0.182
19 N -0.33442 -2.95531 4.05991  0.774
20 C -1.20446 -2.69154 5.18652  -0.864
21 N 0.80573 -2.27098 3.91962  -0.882
22 C -2.80814 -0.99970 1.69189  -0.675
23 C -4.12089 -1.15843 2.48672  -0.755
24 S -4.15378 0.12508 3.76805  -0.211
25 C -3.11705 1.19541 2.74597  -0.968
26 H 0.36636 0.33115 4.37830  0.366
27 H -0.16866 1.67835 3.36708  0.445
28 H -1.18023 1.12482 4.72674  0.273
29 H 0.41074 0.30020 1.58647  -0.029
30 H 0.02514 1.16377 -1.19065  0.523
31 H 0.96615 2.23021 -0.17668  0.204
32 H 2.80755 1.04513 -0.45009  0.289
33 H 2.90056 -0.68430 -2.24802  0.413
34 H 1.12658 -0.63034 -2.33801  0.426
35 H 2.08517 0.90730 -3.77999  0.326
36 H 2.17862 -1.70742 -0.22277  0.312
37 H 3.11904 -2.77107 1.61216  0.437
38 H 3.25291 -1.84930 3.10532  0.375
39 H 0.63028 -4.09051 1.17917  0.453
40 H -0.58770 -2.40103 6.03156  0.278
41 H -1.89366 -1.88254 4.93839  0.217
42 H -1.76473 -3.58958 5.43481  0.390
43 H -3.02883 -0.96290 0.62477  0.409
44 H -2.15058 -1.85289 1.84935  -0.078
45 H -4.98795 -1.02990 1.84048  0.454
46 H -4.19368 -2.13291 2.96532  0.375
47 H -2.68392 1.98732 3.35267  0.493
48 H -3.71610 1.65459 1.96222  0.474

Results
Calculated total energy, Ha: -1963.76627
SMILES: CO[C@@]1(C(=O)NC[C@H](CO)NC(=O)Cc2cc(Cl)n(C)n2)CCSC1
Highest occupied orbital energy, eV: -8.432
E_LUMO, eV: 0.42

=====

2.
C4H8O2 as an isolated structure. Source: the OMol25 dataset; level of theory: ωB97M-V/def2-TZVPD.

Each line ends with the Mulliken charge.
Positions of all 14 atoms, in Å:
1 C -0.64508 0.03333 -1.43926  -1.252
2 C 0.28211 -0.71354 0.01949  0.807
3 O 0.32477 -2.01194 -0.12490  -0.798
4 C 1.33244 0.26414 0.45215  -0.724
5 C 0.04055 0.12816 1.24605  -0.244
6 O -0.76818 1.26574 1.26733  -0.529
7 H 0.00862 0.21291 -2.29408  0.321
8 H -0.86283 0.95718 -0.90128  0.398
9 H -1.61528 -0.37519 -1.76445  0.393
10 H -0.31195 -1.17202 -1.05934  0.427
11 H 2.25512 -0.14963 0.85421  0.284
12 H 1.43485 1.20237 -0.08613  0.251
13 H 0.07953 -0.44956 2.17190  0.337
14 H -1.65513 0.97775 1.52053  0.330

Results
Calculated total energy, Ha: -307.49377
Highest occupied orbital energy, eV: -8.442
E_LUMO, eV: 0.61